No. 1
Molecular formula: C18H22N4O4
Method: DFT, wB97M-V/def2-TZVPD

XYZ file:
```
48
Properties=species:S:1:pos:R:3:forces:R:3:lowdin_charge:R:1
O 4.024170 -1.014024 1.933968 -0.082 -0.952 -2.039 0.085
N 1.079408 -0.641167 0.088835 -0.039 -0.431 2.113 0.128
O -4.152668 -3.475415 3.867717 0.884 -0.601 1.885 0.022
O -2.155245 -4.057001 5.213445 -2.543 -0.615 0.088 0.039
O -2.575541 2.300523 -1.628401 0.063 0.610 -2.011 -0.150
C 3.220387 -1.061605 1.016000 -0.846 2.746 2.015 -0.280
C 2.038640 -0.147078 -0.615379 -2.346 0.755 -3.056 -0.368
C 1.680808 -1.156541 1.210140 0.019 -2.438 1.877 -0.194
C 1.164651 -1.759050 2.368450 -1.673 0.567 -2.621 0.072
C -2.726118 -2.061615 2.318195 -1.147 0.124 -1.269 0.012
C -1.375337 -1.728295 1.881347 -1.624 -0.987 2.173 -0.019
C -0.644239 -2.765782 3.940277 -1.020 0.113 -0.032 0.034
C -3.041226 -2.819897 3.455916 3.395 0.713 -0.351 -0.247
C -1.944647 -3.140383 4.281627 2.193 1.794 -3.500 -0.276
C -0.318094 -2.115436 2.728438 1.452 1.290 -0.494 -0.177
N 3.348398 -0.408142 -0.293695 0.038 -0.595 1.757 0.039
N 1.515005 0.468331 -1.740668 0.059 0.912 -1.482 0.079
N 0.002119 2.442474 -2.923838 -1.301 0.394 -0.680 -0.170
C -3.566488 -4.303136 4.984244 -0.998 -2.806 -1.090 -0.060
C 4.587570 0.131116 -0.861767 -1.422 -0.413 -1.182 -0.013
C -1.748827 3.411107 -1.249261 0.007 0.429 0.789 -0.220
C -2.515721 2.200739 -3.106573 0.926 0.547 -0.516 -0.155
C -0.296257 3.080429 -1.576511 -0.605 -3.175 -0.614 -0.139
C -1.100864 1.641423 -3.610162 -0.084 2.012 0.755 -0.128
C 2.236104 1.487981 -2.537762 0.072 0.144 4.616 -0.199
C 1.387999 2.276056 -3.442035 -1.612 2.069 -0.013 -0.172
H 1.933597 -2.120426 2.988027 0.667 -0.388 1.039 0.080
H -3.640969 -1.817351 1.703088 1.375 -0.060 0.319 0.123
H -1.177008 -1.163471 0.986028 -0.188 -0.042 -0.126 0.082
H 0.003518 -3.052545 4.730583 1.379 -0.158 0.048 0.113
H 0.485745 0.695668 -1.738111 1.762 -0.830 0.635 0.122
H -3.776314 -5.405381 4.626286 0.707 2.017 0.901 0.170
H -3.987893 -4.105530 5.938605 -1.181 0.322 0.445 0.116
H 4.693779 1.199683 -0.827434 -0.405 0.533 -0.034 0.085
H 5.455097 -0.241550 -0.422015 1.030 -0.987 1.487 0.069
H 4.659714 -0.255122 -1.875592 -0.063 0.407 -0.323 0.093
H -2.057880 4.425910 -1.620878 -0.220 -1.058 -0.304 0.124
H -1.788430 3.512997 -0.111055 -0.126 -0.332 -1.494 0.144
H -3.243964 1.493049 -3.566567 0.077 0.493 1.130 0.116
H -2.743764 3.249839 -3.536623 0.549 -1.567 0.583 0.135
H -0.126160 2.335167 -0.774349 0.641 0.161 -0.237 0.109
H 0.314563 3.903087 -1.396145 1.238 1.501 0.061 0.098
H -1.062542 1.778386 -4.767888 0.090 -0.341 2.042 0.140
H -1.035478 0.574105 -3.313499 -0.114 0.348 -0.443 0.106
H 2.748969 2.087262 -1.745774 -0.560 0.616 -0.648 0.122
H 3.048541 1.019347 -2.920211 2.287 -1.334 -2.241 0.064
H 1.308310 1.806123 -4.408283 -0.204 -0.288 -0.360 0.107
H 1.864584 3.295140 -3.650738 -0.510 -1.218 0.404 0.140
```
Positions in Å, forces in eV/Å.

## Properties
- Orbital gap: 7.334 eV
- E_HOMO: -7.15 eV
- Multiplicity: 1
- Total energy: -1218.9047 Eh
- Strongest force on any atom: 0.090 hartree/bohr
- Structure (SMILES): CN1C(=O)/C(=C/c2ccc3c(c2)OCO3)N=C1NCCN1CCOCC1


No. 2
Molecular formula: C6H14N2
Method: DFT, wB97M-V/def2-TZVPD

XYZ file:
```
22
Properties=species:S:1:pos:R:3:forces:R:3:mulliken_spin:R:1
C -1.785843 -1.067424 -0.003523 -1.163 2.598 2.646 0.454
C -0.903669 -1.283591 -1.165898 1.783 0.055 -1.255 0.052
C 0.654909 -1.134392 -0.787046 -2.173 -3.615 -1.030 -0.666
C 1.033049 -0.162138 0.181224 0.133 2.183 -0.491 1.374
C 0.797966 1.169262 0.166747 -0.340 -0.866 0.273 0.219
N 1.573207 1.985278 1.004826 -1.302 0.196 0.884 -0.336
C 0.779746 3.200633 1.446104 3.924 -0.166 0.827 0.863
N -1.204698 -2.653948 -1.621981 0.602 2.355 -3.926 0.081
H -2.815157 -1.375782 -0.074486 -0.583 -0.143 -1.105 -0.158
H -1.872625 0.017377 0.396812 0.518 -1.641 -0.767 0.025
H -1.530437 -1.651689 0.890691 0.859 0.106 -0.230 -0.135
H -0.987767 -0.577894 -2.048812 -0.870 -0.736 0.995 -0.225
H 1.338019 -1.178320 -1.722102 -1.080 0.068 1.127 -0.035
H 0.719540 -2.132365 -0.248341 0.680 0.744 -0.699 -0.109
H 1.801985 -0.584608 0.771581 0.920 0.396 1.059 0.228
H -0.086951 1.652377 -0.357213 1.433 -0.688 0.518 0.055
H 1.968384 1.363465 1.800820 -0.807 1.491 -1.168 -0.188
H 1.628618 3.851120 1.829684 -1.134 -0.096 -0.303 -0.132
H 0.157980 3.048863 2.336377 -0.643 -0.086 -0.727 -0.222
H 0.421918 3.691005 0.532731 -0.534 -0.240 0.550 -0.082
H -1.166991 -3.337205 -0.944470 0.481 -1.502 1.955 -0.089
H -0.521181 -2.840018 -2.383715 -0.704 -0.413 0.866 0.024
```
Positions in Å, forces in eV/Å.

## Properties
- Orbital gap (alpha / beta): 2.694 / 7.848 eV
- Net charge: -1
- E_HOMO (alpha / beta): 1.37 / -3.86 eV
- Multiplicity: 2
- Total energy: -346.3790 Eh
- Strongest force on any atom: 0.090 hartree/bohr


No. 3
Molecular formula: C3H7N3O2
Method: DFT, wB97M-V/def2-TZVPD

XYZ file:
```
15
Properties=species:S:1:pos:R:3:forces:R:3:lowdin_charge:R:1
C 1.508974 1.260814 1.017425 -0.821 4.049 -1.902 0.018
C -0.076788 0.518386 -0.475626 -4.384 -0.482 0.246 -0.202
C -0.950711 -1.571740 -0.010673 0.864 2.346 1.082 -0.692
H 2.460829 1.475368 0.706131 2.814 1.596 0.438 0.042
H 1.618365 0.324427 1.377969 -0.707 -2.751 1.223 0.022
H 0.997238 2.079190 1.684507 0.932 -1.826 -1.507 0.142
H 1.439729 3.080405 -1.506314 -1.785 -2.465 2.607 0.193
H -0.960256 1.065777 -0.954768 0.626 -1.848 -0.128 0.180
H 0.202012 -3.028930 1.316307 -3.443 2.759 -1.876 0.186
H -1.585953 -3.317606 0.951026 2.753 2.680 -0.603 0.162
N 0.937219 1.314596 -0.460041 4.377 1.755 3.540 -0.170
N -0.018091 -0.530318 0.313195 -0.884 -0.181 -3.081 0.085
N -0.767707 -2.532043 0.901037 -0.022 -7.255 3.165 0.067
O 0.843536 2.688587 -0.705605 0.154 1.764 -2.602 -0.075
O -1.858633 -1.524716 -0.799513 -0.473 -0.142 -0.603 0.043
```
Positions in Å, forces in eV/Å.

## Properties
- Orbital gap: 9.746 eV
- E_HOMO: -9.26 eV
- Multiplicity: 1
- Total energy: -433.1036 Eh
- Strongest force on any atom: 0.154 hartree/bohr
- Structure (SMILES): CN(O)/C=N/C(N)=O


No. 4
Molecular formula: C19H21ClN2O3S
Method: DFT, wB97M-V/def2-TZVPD

XYZ file:
```
47
Properties=species:S:1:pos:R:3:forces:R:3:lowdin_charge:R:1
O -2.438966 0.869683 -0.759399 -0.004 -0.003 -0.291 0.076
C -2.131900 0.725313 0.406674 0.143 -0.192 0.142 -0.453
N -2.984028 0.950300 1.432485 -0.214 -0.012 0.375 0.071
H -2.657772 0.834874 2.378438 0.081 -0.083 -0.122 0.137
C -4.245281 1.627449 1.242579 -0.182 0.125 0.005 -0.164
H -4.414291 1.654495 0.164314 -0.069 -0.039 0.139 0.118
H -5.047020 1.056060 1.720104 0.022 0.041 -0.124 0.120
C -4.195583 3.056123 1.809815 0.078 -0.180 -0.195 -0.129
C -2.975842 3.762651 1.285988 -0.118 0.107 0.131 -0.249
C -2.917083 4.173623 -0.039377 0.017 0.033 0.072 -0.040
C -1.764963 4.744098 -0.547448 -0.003 0.027 -0.086 -0.073
C -0.654446 4.910261 0.262909 0.101 0.045 -0.027 -0.088
C -0.706004 4.513382 1.587111 0.109 0.008 0.035 -0.088
C -1.860836 3.942377 2.093148 -0.053 0.049 -0.004 -0.068
H -1.898944 3.641119 3.132256 -0.027 -0.034 0.092 0.109
H 0.154994 4.644459 2.226470 0.074 0.021 0.049 0.103
H 0.247802 5.349331 -0.135748 0.071 0.041 -0.037 0.101
H -1.730866 5.054876 -1.580878 0.006 0.023 -0.091 0.104
H -3.777556 4.039092 -0.677864 -0.102 -0.041 -0.095 0.119
H -4.164094 3.015254 2.900991 -0.046 0.052 0.012 0.111
H -5.104349 3.581205 1.511970 -0.052 0.011 0.082 0.118
C -0.779543 0.225794 0.810832 0.346 -0.006 -0.029 -0.109
C -0.151664 -0.697096 -0.020731 -0.242 0.154 0.020 0.018
C 1.105533 -1.168630 0.286257 0.279 -0.369 -0.355 -0.251
C 1.757341 -0.721030 1.425998 -0.242 0.221 0.033 -0.637
C 1.155444 0.223474 2.249323 0.198 -0.269 -0.156 -0.072
C -0.107409 0.692442 1.937757 -0.160 -0.114 -0.189 -0.014
H -0.553161 1.452292 2.562312 -0.049 0.069 0.056 0.100
H 1.682087 0.580475 3.119526 0.072 0.029 0.081 0.110
Cl 3.303550 -1.349750 1.783622 0.501 0.119 0.592 0.779
S 1.953947 -2.368823 -0.760730 -0.497 0.193 0.022 0.648
O 3.164250 -1.754989 -1.228844 -0.222 0.082 -0.172 -0.304
O 2.046761 -3.597148 -0.027776 -0.248 -0.089 -0.107 -0.293
N 0.850116 -2.551523 -2.000310 0.774 0.078 0.834 -0.246
C 0.517030 -3.912510 -2.387812 -0.136 -0.738 0.043 -0.192
H 0.817695 -4.590431 -1.591752 -0.169 -0.092 -0.122 0.107
C 1.259665 -4.125973 -3.704791 -0.133 0.121 0.085 -0.159
H 0.849119 -4.944522 -4.291935 0.030 -0.057 -0.008 0.111
H 2.312917 -4.322191 -3.500747 0.030 -0.058 0.011 0.118
C 1.092572 -2.764603 -4.380068 -0.011 -0.089 0.112 -0.156
H 1.878724 -2.554833 -5.101763 -0.029 0.050 -0.048 0.110
H 0.129530 -2.718500 -4.889710 0.014 0.010 -0.050 0.110
C 1.115246 -1.772093 -3.205877 0.130 0.771 -0.416 -0.183
H 2.090166 -1.293526 -3.095428 -0.154 0.043 -0.187 0.106
H 0.352478 -0.995545 -3.311758 0.089 -0.002 -0.060 0.119
H -0.566633 -3.976697 -2.534511 0.064 -0.058 0.017 0.127
H -0.656552 -1.044952 -0.907197 -0.069 0.005 -0.072 0.119
```
Positions in Å, forces in eV/Å.

## Properties
- Orbital gap: 9.702 eV
- E_HOMO: -9.31 eV
- Multiplicity: 1
- Total energy: -1930.2382 Eh
- Strongest force on any atom: 0.022 hartree/bohr
- Structure (SMILES): O=C(NCCc1ccccc1)c1ccc(Cl)c(S(=O)(=O)N2CCCC2)c1


No. 5
Molecular formula: C3H3N3O
Method: DFT, wB97M-V/def2-TZVPD

XYZ file:
```
10
Properties=species:S:1:pos:R:3:forces:R:3:lowdin_charge:R:1
C -1.557372 0.457805 -0.078730 -5.025 1.005 2.582 -0.188
C 0.917655 1.162255 -0.074687 2.364 0.370 1.719 -0.068
C 1.977425 0.274473 0.097108 0.831 -1.963 1.647 -0.089
H -1.796222 1.614570 0.025213 0.565 -2.049 -0.726 0.158
H 0.997709 2.347258 0.121023 -0.942 -3.279 -0.771 0.165
H 3.105066 0.276827 0.640011 -3.414 0.582 -2.285 0.158
N -0.165010 0.258736 -0.146150 -2.344 2.690 -0.601 -0.154
N 1.396269 -1.128324 0.007327 2.892 3.015 0.405 0.030
N 0.177528 -0.971852 -0.129998 -0.186 -3.275 -0.201 -0.025
O -2.524289 -0.339472 0.179170 5.260 2.906 -1.768 0.013
```
Positions in Å, forces in eV/Å.

## Properties
- Orbital gap: 10.230 eV
- E_HOMO: -10.41 eV
- Multiplicity: 1
- Total energy: -355.4990 Eh
- Strongest force on any atom: 0.122 hartree/bohr
- Structure (SMILES): O=Cn1ccnn1


No. 6
Molecular formula: C5H8N2O2
Method: DFT, wB97M-V/def2-TZVPD

XYZ file:
```
17
Properties=species:S:1:pos:R:3:forces:R:3:lowdin_charge:R:1
C 1.703846 -0.907515 -0.548899 -0.171 0.354 -0.492 -0.053
C -1.614146 -1.594495 0.108362 0.039 -0.423 -0.253 0.005
N 0.576621 -0.245960 0.084080 -1.561 -1.029 1.299 -0.068
C 0.509113 1.117968 0.230002 -2.648 1.263 -0.877 -0.371
C -0.771881 1.474983 -0.141182 4.322 2.470 0.380 -0.364
C -0.918785 -0.356630 -0.325022 1.094 -1.653 -2.649 -0.271
O 1.430628 1.887090 0.825303 1.017 0.211 0.594 0.091
O -1.422498 2.586549 0.265423 -0.480 0.557 -0.387 0.084
N -1.373147 0.593075 -1.087187 -1.319 -1.761 2.743 0.196
H 2.101716 1.317374 1.231569 -0.287 0.232 0.152 0.113
H -0.837702 3.077766 0.862775 -0.135 -0.232 -0.158 0.114
H 1.504220 -1.968592 -0.700476 -0.029 0.078 0.060 0.085
H 2.570939 -0.808236 0.111031 -0.074 -0.123 -0.091 0.081
H 1.936578 -0.430145 -1.506150 0.165 -0.199 -0.157 0.090
H -1.729925 -2.259155 -0.753029 -0.079 0.054 -0.033 0.094
H -1.050736 -2.133003 0.871611 -0.006 0.177 -0.059 0.083
H -2.614838 -1.351073 0.471791 0.153 0.024 -0.072 0.092
```
Positions in Å, forces in eV/Å.

## Properties
- Orbital gap: 6.996 eV
- E_HOMO: -6.46 eV
- Multiplicity: 1
- Total energy: -455.1656 Eh
- Strongest force on any atom: 0.097 hartree/bohr